(1)
The following is a DFT calculation (the ωB97M-V functional and the def2-TZVPD basis) of a single C5H6O molecule in a non-equilibrium geometry.

Values from the calculation:
E   -269.1143 a.u.
2S+1   3
Energy relative to the best compared isomer or geometry (same formula, charge and spin)   1.792 eV
Lowest unoccupied orbital energy (alpha / beta)   0.98 / -2.96 eV
Largest force on an atom   5.9 eV/Å
Gap between HOMO and LUMO (alpha / beta)   0.237 / 0.224 Ha
Highest occupied orbital energy (alpha / beta)   -5.46 / -9.06 eV

Each line ends with the Löwdin spin population.
Cartesian coordinates (Å):
H 1.87397 -1.60125 0.86231  0.011
H 2.23269 -1.36822 -0.72310  0.028
C -1.17733 -0.15337 -0.26357  0.232
C 0.43421 -0.20257 -0.02376  0.473
H 1.01951 1.82610 0.53071  0.051
C 1.32338 -1.40199 -0.09127  0.069
O -1.95934 -0.97093 -0.57358  0.375
C -1.19883 1.29939 0.11031  0.117
H -1.48409 2.00009 -0.76906  0.030
H 0.48697 -2.21746 -0.19972  0.001
C 0.36835 1.10714 0.24529  0.615
H -1.91950 1.68308 0.89544  -0.001

***

(2)
The following is a DFT calculation (the ωB97M-V functional and the def2-TZVPD basis) of a single C5H6O2 molecule.

Values from the calculation:
E   -344.5469 a.u.
Structure (SMILES)   O=C1CO[C@H]2C[C@@H]12
Energy relative to the best compared isomer or geometry (same formula, charge and spin)   1.496 eV
Lowest unoccupied orbital energy   0.90 eV
Largest force on an atom   0.7 eV/Å
Gap between HOMO and LUMO   0.380 Ha
Highest occupied orbital energy   -9.43 eV

Each line ends with the Mulliken charge.
Cartesian coordinates (Å):
O -0.73514 0.50021 1.21720  -0.402
C 0.05446 0.09722 -1.02276  -0.206
H -0.92960 1.91364 -0.31295  0.381
H 0.39311 -1.21260 1.63701  0.232
C -0.29829 1.11155 0.03210  -0.043
O -0.60461 -2.23516 -0.93786  -0.572
H 1.64827 1.66720 -0.90958  0.267
H -0.14803 0.27895 -2.07142  0.393
H -1.37571 -1.41323 1.53050  0.311
H 1.74164 0.36920 0.38270  0.195
C -0.51693 -0.89534 1.10227  -0.407
C -0.34646 -1.18679 -0.39666  0.469
C 1.12556 0.91998 -0.32224  -0.620

***

(3)
The following is a DFT calculation (the ωB97M-V functional and the def2-TZVPD basis) of a single C5H6O2 molecule in a non-equilibrium geometry.

Values from the calculation:
E   -344.5329 a.u.
Structure (SMILES)   O=C1CO[C@H]2C[C@@H]12
Energy relative to the best compared isomer or geometry (same formula, charge and spin)   1.877 eV
Lowest unoccupied orbital energy   0.90 eV
Largest force on an atom   1.7 eV/Å
Gap between HOMO and LUMO   0.378 Ha
Highest occupied orbital energy   -9.39 eV

Each line ends with the Mulliken charge.
Cartesian coordinates (Å):
C -0.62713 1.28832 0.39511  -0.600
H -1.11118 0.77322 1.21736  0.182
H 1.51827 1.41104 -0.26412  0.399
H -0.80593 -1.59246 1.03065  0.233
H -0.01701 -2.47043 -0.30294  0.314
O -0.99602 -0.75959 -0.88143  -0.380
H -0.15080 0.94862 -1.79574  0.422
C 0.71745 0.73085 0.01889  -0.243
C -0.52050 0.55387 -0.87243  -0.095
C 1.01696 -0.66071 0.36119  0.496
O 2.08899 -1.11519 0.67460  -0.578
H -0.73904 2.36047 0.39567  0.271
C -0.25190 -1.48142 0.08759  -0.422

***

(4)
The following is a DFT calculation (the ωB97M-V functional and the def2-TZVPD basis) of a single C5H6O2 molecule.

Values from the calculation:
E   -344.5138 a.u.
Structure (SMILES)   O=CCC#CCO
Energy relative to the best compared isomer or geometry (same formula, charge and spin)   2.398 eV
Lowest unoccupied orbital energy   0.76 eV
Largest force on an atom   0.6 eV/Å
Gap between HOMO and LUMO   0.392 Ha
Highest occupied orbital energy   -9.89 eV

Each line ends with the Mulliken charge.
Cartesian coordinates (Å):
O -0.76438 -1.65519 -2.19823  -0.515
H 0.38233 0.25637 2.55005  0.270
H -2.54839 -0.87309 -1.44980  0.268
C 1.96947 0.67053 1.16909  0.018
C 0.52586 0.83118 1.63033  -0.513
H 0.33619 1.89119 1.84734  0.302
H -0.61321 -2.28670 -1.48333  0.316
H 2.19639 1.16708 0.20325  0.340
C -0.89341 -0.01553 -0.45711  0.475
C -0.33369 0.37537 0.53762  -0.227
H -1.54469 0.18148 -2.45185  0.272
C -1.51070 -0.57987 -1.66702  -0.556
O 2.79822 0.03719 1.76966  -0.451

***

(5)
The following is a DFT calculation (the ωB97M-V functional and the def2-TZVPD basis) of C5H6O2 as an isolated structure in a non-equilibrium geometry.

Values from the calculation:
E   -344.4439 a.u.
Energy relative to the best compared isomer or geometry (same formula, charge and spin)   4.300 eV
Lowest unoccupied orbital energy   0.67 eV
Largest force on an atom   1.6 eV/Å
Gap between HOMO and LUMO   0.354 Ha
Highest occupied orbital energy   -8.98 eV

Each line ends with the Mulliken charge.
Cartesian coordinates (Å):
H -1.13391 0.74599 1.26727  0.346
O -2.11725 0.04052 -0.42572  -0.321
H -1.59065 -0.98814 1.31344  0.256
C 1.31538 -0.01174 -0.18364  -0.558
C -1.21822 -0.17624 0.70208  -0.519
H 1.16095 1.07223 1.62563  0.203
H 2.79859 1.13674 0.76936  0.260
O -0.27370 -1.76829 -0.80506  -0.684
C -0.07340 -0.54611 -0.28265  1.254
C 1.77707 0.77144 0.78299  -0.699
C -1.13141 -0.09798 -1.30051  -0.213
H 1.96058 -0.31023 -1.00730  0.315
H -1.43557 0.10064 -2.35532  0.360

***

(6)
The following is a DFT calculation (the ωB97M-V functional and the def2-TZVPD basis) of a single C5H6O2 molecule.

Values from the calculation:
E   -344.4557 a.u.
Energy relative to the best compared isomer or geometry (same formula, charge and spin)   3.980 eV
Lowest unoccupied orbital energy   0.38 eV
Largest force on an atom   0.7 eV/Å
Gap between HOMO and LUMO   0.345 Ha
Highest occupied orbital energy   -9.01 eV

Each line ends with the Mulliken charge.
Cartesian coordinates (Å):
H -1.18572 -0.59950 -1.43305  0.443
H -2.47885 0.34079 0.33533  0.332
H -1.27417 -0.01943 1.57067  0.345
H 2.44089 0.69298 0.60965  0.345
O 1.30464 1.97299 -0.47991  -0.458
C 0.85437 -0.37724 -0.49634  0.149
H -1.06264 1.39776 0.53452  0.304
C -1.40821 0.36006 0.54500  -1.262
C -0.36573 -1.83144 0.30179  -0.472
C 1.58829 0.87081 -0.07564  -0.219
O 0.91382 -1.47220 0.46103  -0.185
C -0.67265 -0.53051 -0.46877  0.361
H 1.31542 -0.74664 -1.42059  0.319